(A)
ORCA calculation (the ωB97M-V functional and the def2-TZVPD basis) on a 2-piece molecular cluster, C11H9N4O5S overall.

Each line ends with the natural charge from an NBO analysis.
Atoms and positions in Å:
C -4.076 -1.231 2.214  -0.242
C -3.354 -0.057 2.313  -0.232
C -2.004 -0.102 2.583  -0.218
C -1.381 -1.316 2.762  -0.235
S 0.403 -1.364 3.145  1.472
O 0.331 -0.390 4.277  -1.063
O 0.385 -2.677 3.866  -1.066
C -2.102 -2.487 2.688  -0.220
C -3.451 -2.447 2.416  -0.228
H -5.134 -1.196 2.013  0.191
H -3.843 0.896 2.189  0.191
H -1.429 0.802 2.707  0.221
H -1.598 -3.417 2.900  0.241
H -4.015 -3.364 2.374  0.192
C -0.655 2.799 -2.895  -0.256
O 0.694 3.156 -2.839  -0.468
C 1.536 2.087 -2.537  0.687
N 2.818 2.392 -2.454  -0.462
C 3.638 1.341 -2.257  0.292
N 4.986 1.318 -2.199  -0.154
O 5.410 0.076 -2.009  -0.063
N 4.292 -0.683 -1.978  0.415
O 4.286 -1.940 -1.840  -0.401
C 3.141 0.066 -2.119  -0.086
C 1.776 -0.140 -2.170  0.170
N 0.965 0.859 -2.379  -0.478
H -1.228 3.694 -3.147  0.193
H -0.804 2.033 -3.659  0.184
H -0.958 2.423 -1.916  0.197
H 1.373 -1.131 -2.049  0.228

Values from the calculation:
E_HOMO = -3.80 eV
Kohn-Sham gap = 3.9 eV
Net charge = -1

***

(B)
ORCA calculation (the ωB97M-V functional and the def2-TZVPD basis) on an isolated ion of composition C11H9N4O5S and charge -1.

Each line ends with the natural charge from an NBO analysis.
Atoms and positions in Å:
C -0.863 -0.854 -5.006  -0.632
C -1.165 -0.938 -3.516  -0.013
C -2.371 -0.451 -3.000  -0.223
C -2.667 -0.510 -1.640  -0.178
C -1.713 -1.059 -0.766  -0.307
S -1.928 -1.008 1.068  2.272
O -3.223 -0.359 1.342  -0.951
O -1.693 -2.356 1.451  -0.947
N -0.637 -0.049 1.617  -0.927
C -0.665 0.593 2.766  0.851
O -1.266 0.978 3.741  -0.603
N 0.989 0.961 3.022  -0.417
C 1.401 1.233 4.283  0.166
N 2.672 1.699 4.383  -0.442
C 3.053 1.717 3.048  0.086
N 4.379 2.065 2.640  0.502
O 4.621 2.072 1.395  -0.445
O 5.229 2.327 3.511  -0.386
C 2.000 1.288 2.204  -0.020
C -0.537 -1.604 -1.264  -0.120
C -0.270 -1.526 -2.620  -0.239
H 0.118 -1.299 -5.241  0.213
H -1.608 -1.393 -5.627  0.215
H -0.832 0.190 -5.379  0.218
H -3.064 -0.021 -3.719  0.203
H -3.614 -0.103 -1.286  0.241
H 0.769 1.116 5.129  0.207
H 2.040 1.275 1.121  0.240
H 0.203 -2.063 -0.614  0.230
H 0.643 -1.919 -3.045  0.204

Values from the calculation:
E_HOMO = -5.97 eV
SMILES = Cc1ccc([S@@](=O)([O-])=NC(=O)n2cnc([N+](=O)[O-])c2)cc1
Kohn-Sham gap = 8.5 eV
Net charge = -1

***

Consider the structures shown above. The most stable of them is (B).